No. 1
Below is a cluster of 2 separate species, C23H38N2OS in total in a non-equilibrium geometry, with properties calculated with wB97M-V/def2-TZVPD.

The geometry in XYZ format:
```
65
Properties=species:S:1:pos:R:3:forces:R:3:lowdin_charge:R:1
C -1.198067 -1.819627 1.267723 4.2848 4.9823 -6.9867 0.021
C -0.480765 -1.016377 0.330066 -5.6758 -5.7183 5.2727 -0.075
C 0.070191 -0.211185 -0.979164 1.0695 0.4067 1.3002 -0.230
C -0.855248 -0.264760 -2.313904 -0.4541 0.6139 -0.3505 -0.236
C -1.989529 -1.431326 -2.388315 -0.4807 0.1223 -2.1827 -0.260
C -1.493147 -2.865144 -3.024408 -0.2489 0.1663 5.8326 -0.432
S 0.338067 -3.170675 -2.808020 -0.2595 -0.0827 -0.2001 0.626
C -2.308686 -4.022483 -2.133667 -0.8651 -0.4589 -1.7651 -0.243
C -3.963184 -3.882697 -2.333347 -0.3081 0.8422 0.5295 -0.199
C -4.689444 -3.459005 -0.904616 -0.2583 -0.5988 0.4186 -0.202
C -6.136180 -2.711368 -1.093107 -0.6145 -0.7691 0.6825 -0.190
N -6.061193 -1.316356 -1.672230 0.2892 4.8189 -2.4900 -0.165
C -7.059479 -0.752360 -2.659519 2.6515 3.9266 -0.0048 -0.074
C -6.620715 0.804405 -3.085061 2.1823 -3.2409 3.1197 -0.093
C -5.245007 1.168629 -2.266374 -3.4667 -6.0362 0.5422 -0.073
C -5.021341 -0.219929 -1.411807 -1.1367 2.4514 -2.1675 -0.067
H -1.870055 -2.583055 1.892943 2.1913 2.3319 -1.6116 0.042
H 0.215024 0.929446 -0.663223 -0.1799 -2.6564 -0.3971 0.120
H 1.174429 -0.609042 -1.197576 -2.5468 0.8442 0.6808 0.115
H -1.412155 0.786071 -2.415895 1.0784 -2.3181 0.3785 0.113
H -0.128349 -0.305131 -3.260079 -1.6500 -0.1705 2.1310 0.115
H -2.827410 -1.030318 -3.140432 1.6458 -0.7635 1.6462 0.114
H -2.558391 -1.664255 -1.392691 1.4859 0.6028 -1.7517 0.063
H 0.699288 -2.883700 -1.474622 -1.0891 -0.0137 -1.1554 -0.103
H -2.004214 -5.121121 -2.486852 -0.4379 2.5020 0.9371 0.107
H -2.051145 -3.847874 -1.004437 -0.2179 -0.3244 -2.1626 0.100
H -4.439519 -4.903591 -2.698106 1.0207 2.2058 0.6804 0.110
H -4.236702 -3.012471 -3.103936 0.7384 -2.0317 1.5161 0.115
H -4.903590 -4.468913 -0.311313 0.3325 2.1799 -1.1479 0.120
H -3.984488 -2.827381 -0.192445 -1.3959 -1.1421 -1.6717 0.097
H -6.819719 -3.399617 -1.782519 1.5189 1.7474 1.1837 0.134
H -6.742978 -2.614590 -0.071674 1.5765 -0.3525 -1.9932 0.132
H -8.015656 -1.300435 -3.069558 2.4032 0.9649 1.1806 0.094
H -7.161095 1.539396 -3.820640 0.9965 -1.9295 1.6125 0.063
H -4.571666 2.142973 -2.262101 -1.6781 -2.5289 0.0737 0.087
H -4.093853 -0.280568 -0.693527 -2.3280 -0.5180 -1.4592 0.101
C 5.395920 2.761363 0.446046 0.4654 -0.0560 0.1095 -0.061
C 3.916736 2.674317 0.921799 0.3704 0.4105 -0.1311 -0.479
C 3.578495 3.794400 1.953982 -0.2038 0.1084 -0.1021 -0.164
C 4.007655 3.516885 3.388075 -0.0037 -0.1067 -0.0480 -0.208
C 3.552635 2.131227 3.830725 -0.0308 -0.0976 0.0894 -0.164
C 4.047011 1.023158 2.869036 0.5527 0.0183 0.3817 -0.502
N 3.657258 1.287304 1.438851 -0.4932 -0.3532 -0.3214 -0.187
O 2.278074 1.036266 1.324727 -0.3882 0.0621 0.0683 -0.340
C 5.589235 0.901512 3.013000 0.1297 0.2244 0.0709 -0.078
C 3.528157 -0.359265 3.377564 -0.4846 0.3383 -0.4656 -0.068
C 3.098494 3.029337 -0.371357 -0.3281 -0.5599 0.5521 -0.080
H 6.011333 1.914930 0.756818 -0.2760 0.0771 0.1577 0.047
H 5.476675 2.752305 -0.648601 -0.2038 0.1227 0.1424 0.062
H 5.887241 3.673596 0.801731 0.0072 0.0400 -0.0341 0.069
H 2.492860 3.960157 1.967503 0.0942 -0.2527 -0.1281 0.106
H 4.019686 4.747285 1.632736 -0.0090 -0.0831 -0.1531 0.101
H 5.091610 3.625236 3.488024 0.0780 -0.0757 0.0103 0.093
H 3.565635 4.269443 4.050028 0.0460 0.0435 -0.0232 0.099
H 3.918462 1.943334 4.849163 0.0498 -0.1316 -0.0621 0.104
H 2.457689 2.118393 3.897473 0.1052 -0.1278 -0.2842 0.110
H 5.992727 0.147591 2.327314 -0.1704 0.1337 -0.0115 0.076
H 5.864147 0.593360 4.031170 -0.2167 -0.0032 -0.0729 0.069
H 6.120385 1.840575 2.841494 -0.0690 -0.0687 -0.1045 0.051
H 2.436627 -0.394284 3.469954 0.2022 0.1634 -0.3360 0.065
H 3.927181 -0.587406 4.373834 0.2054 0.2613 -0.0867 0.063
H 3.842567 -1.168869 2.707708 -0.0759 0.2097 -0.0423 0.074
H 3.218552 2.260309 -1.143905 0.0223 -0.0070 0.2274 0.072
H 3.444611 3.980835 -0.797051 0.2630 -0.0817 0.2322 0.068
H 2.028315 3.151141 -0.173408 0.1884 -0.2637 0.1443 0.055
```
Forces are in eV/Å.

Summary:
LUMO level (spin up / spin down): 0.086 / 0.039 hartree
Charge: -1
Expectation value of S²: 0.755
Multiplicity: 2
Gap between HOMO and LUMO (spin up / spin down): 4.036 / 2.758 eV

***

No. 2
Below is the molecule C23H38N4O2 in a non-equilibrium geometry, with properties calculated with wB97M-V/def2-TZVPD.

The geometry in XYZ format:
```
67
Properties=species:S:1:pos:R:3:forces:R:3:lowdin_charge:R:1
O -3.072973 -1.111231 1.811064 0.2597 -0.1100 0.2507 0.049
C -3.803125 -1.321220 0.856199 -0.3534 -0.2995 -0.1255 -0.454
C -3.837953 -2.697310 0.192769 0.3260 0.0088 0.1784 -0.094
C -2.595376 -3.472861 0.630145 -0.0429 0.0093 0.1504 -0.096
C -1.395346 -2.710147 0.208403 -0.0392 0.1519 -0.4553 -0.346
N -1.297291 -1.930989 -0.817557 -1.1997 -0.7217 0.2141 0.105
N -0.044814 -1.419499 -0.809249 1.2897 0.3044 0.1429 0.107
C 0.558831 -1.910712 0.220173 -0.0823 0.2132 -0.3786 -0.329
C 1.942838 -1.637404 0.670205 0.0283 0.0065 -0.0175 -0.097
C 2.850836 -1.317607 -0.517427 0.1915 -0.0818 0.2792 -0.164
C 4.280075 -0.955258 -0.102315 -0.3153 0.1872 -0.3728 -0.338
C 5.208335 -1.002691 -1.318639 0.1734 -0.2304 0.3233 -0.177
C 6.642932 -0.655850 -0.931932 -0.0806 0.2242 -0.2496 -0.205
C 6.705057 0.726931 -0.292245 0.1222 -0.2234 0.2276 -0.212
C 5.787127 0.784151 0.923919 -0.0859 0.2550 -0.1866 -0.201
C 4.354275 0.435115 0.531163 0.1910 -0.2799 0.2798 -0.178
O -0.245291 -2.752899 0.912471 -0.0045 -0.0695 0.1549 0.159
N -4.611221 -0.367082 0.353924 -0.1196 0.2312 0.0856 -0.043
C -5.484778 -0.486169 -0.789253 0.0099 -0.1508 -0.4516 -0.149
C -4.903037 0.290834 -1.971906 -0.2448 0.0872 0.1151 -0.160
C -4.692597 1.748877 -1.568426 0.1497 -0.0784 0.0303 -0.167
C -3.798953 1.845841 -0.325622 -0.0947 -0.0610 -0.0989 -0.261
C -2.357107 1.414823 -0.640031 -0.2200 0.1608 0.0978 -0.161
N -1.380804 2.153169 0.134790 0.1941 0.0805 -0.0783 -0.156
C -0.039357 2.077305 -0.423872 0.2074 0.0745 -0.0637 -0.201
C 0.826239 2.630139 0.699232 -0.0488 -0.0526 -0.1263 -0.167
C 0.194392 1.998494 1.940796 -0.0263 0.1019 -0.0109 -0.155
C -1.269566 1.757674 1.537590 -0.2123 -0.0454 0.2808 -0.172
C -4.442745 1.005968 0.787737 0.2738 0.3332 0.2834 -0.102
H -3.811911 -2.588261 -0.890416 -0.1480 -0.0279 -0.0049 0.110
H -4.743227 -3.230027 0.489693 -0.0272 0.0104 -0.0856 0.129
H -2.567641 -3.579647 1.715426 -0.0256 -0.0409 -0.0916 0.128
H -2.582957 -4.466155 0.174220 -0.0215 0.0199 0.0546 0.127
H 1.915382 -0.789497 1.360227 0.0237 -0.0627 0.0804 0.105
H 2.308010 -2.505658 1.223327 0.0342 0.0508 0.0252 0.131
H 2.878161 -2.189145 -1.175065 -0.0493 0.0064 -0.0717 0.122
H 2.409205 -0.496937 -1.083993 0.0088 0.0163 -0.1050 0.115
H 4.631817 -1.692880 0.628838 0.0429 -0.0335 0.0380 0.148
H 5.179474 -1.998962 -1.765600 -0.0740 -0.0059 -0.0742 0.114
H 4.851142 -0.291557 -2.066823 -0.0687 0.0371 -0.1022 0.124
H 7.281917 -0.687283 -1.816929 0.0597 -0.0698 0.0270 0.107
H 7.016965 -1.398988 -0.223476 0.0599 -0.0632 0.0110 0.113
H 7.731009 0.957106 0.002440 0.0126 0.0768 -0.0512 0.107
H 6.388680 1.477318 -1.020298 0.0220 0.0803 -0.0504 0.113
H 5.815301 1.782247 1.366389 0.0274 -0.0271 0.0865 0.109
H 6.139542 0.075094 1.676972 0.0280 -0.0047 0.0849 0.115
H 3.717561 0.484012 1.416520 -0.1086 0.0742 -0.0029 0.106
H 3.987973 1.171456 -0.188329 -0.0966 0.0584 -0.0531 0.118
H -6.453818 -0.051059 -0.512523 0.0190 -0.0981 -0.0352 0.130
H -5.648254 -1.530825 -1.046710 -0.0326 0.0354 0.0656 0.112
H -3.949667 -0.153958 -2.259592 0.0441 -0.1078 -0.0659 0.114
H -5.584626 0.227133 -2.821832 0.0202 -0.0422 -0.0520 0.113
H -5.663280 2.202012 -1.348043 -0.0560 0.0449 -0.0302 0.114
H -4.245994 2.305039 -2.393839 -0.0227 0.0725 -0.0143 0.113
H -3.760795 2.887323 0.007233 0.0036 -0.0257 -0.0030 0.144
H -2.243461 0.327395 -0.509100 0.0445 0.0899 -0.0845 0.101
H -2.149555 1.639794 -1.689584 -0.0419 -0.0745 -0.0455 0.127
H 0.247550 1.040506 -0.665816 0.0182 0.0923 -0.0123 0.096
H 0.013224 2.677126 -1.335358 0.0438 -0.0598 -0.0447 0.119
H 0.723271 3.714672 0.737119 0.0458 0.0430 -0.0316 0.109
H 1.878883 2.378506 0.585400 0.0768 0.0343 -0.0123 0.087
H 0.679549 1.050046 2.174485 0.0126 -0.0152 0.0441 0.088
H 0.278133 2.641432 2.815623 0.0413 -0.0518 0.0519 0.103
H -1.538895 0.703319 1.685436 -0.0392 0.0721 -0.0056 0.100
H -1.952311 2.372508 2.131795 -0.0172 -0.1425 0.0992 0.115
H -5.427861 1.417685 1.035056 0.0315 -0.0115 0.0224 0.132
H -3.827112 0.998688 1.685009 -0.1379 0.0240 -0.0396 0.109
```
Forces are in eV/Å.

Summary:
LUMO level: 0.032 hartree
SMILES string: O=C(CCc1nnc(CCC2CCCCC2)o1)N1CCC[C@H](CN2CCCC2)C1
Gap between HOMO and LUMO: 8.752 eV

***

No. 3
Below is a cluster of 4 separate species, C23H39BN5O4P2 in total in a non-equilibrium geometry, with properties calculated with wB97M-V/def2-TZVPD.

The geometry in XYZ format:
```
74
Properties=species:S:1:pos:R:3:forces:R:3:lowdin_charge:R:1
C -2.109335 -0.246258 -1.213705 0.0783 0.1308 -1.3109 -0.087
C -1.593146 -1.552677 -1.811788 -1.2370 -0.8391 1.2081 -0.352
O -0.389329 -2.007269 -1.279599 0.4453 0.2642 -0.8913 -0.369
P 1.156495 -1.668085 -2.017068 0.2691 -0.9871 0.2923 0.486
N 0.756151 -2.735524 -3.382300 -0.3822 0.2035 0.5869 -0.157
B 1.695683 -0.697546 -0.390458 0.2619 -0.2524 0.1874 -0.768
O 3.065717 -0.412922 -0.246697 -0.1671 0.4586 0.1055 0.061
O 0.846160 -0.314425 0.638745 0.1771 0.4582 -0.5068 -0.036
C 1.223488 0.815480 1.401192 -0.0964 -0.0588 0.0978 -0.099
N 0.570008 -0.119869 -2.905856 -0.3577 0.3862 -1.2311 -0.176
C 0.789774 -0.164332 -4.374849 -0.0458 0.5749 0.5684 -0.136
C 1.238692 1.026535 -2.484111 -2.0864 -0.0246 0.7154 -0.614
C 0.483343 2.059642 -1.687966 -0.4503 -0.6827 1.0220 0.004
O 2.347792 1.315935 -2.803088 2.7816 0.5320 -0.9732 0.063
P 1.953506 -3.479676 -0.820334 -0.2739 -0.4022 1.1966 0.792
C 3.815382 -3.434561 -0.842610 -0.4498 0.3083 -0.3541 -0.357
C 1.583187 -5.059173 -1.733502 0.7731 0.2558 0.3142 -0.386
H -1.891206 0.552673 -1.912626 0.3060 0.4487 0.1662 0.046
H -3.188260 -0.287090 -1.156881 -0.3671 -0.0666 0.3219 0.057
H -1.684602 -0.065439 -0.242034 0.1035 0.0780 0.2725 0.040
H -2.342004 -2.287155 -1.484836 0.0600 -0.3449 -0.0191 0.102
H -1.706347 -1.566674 -2.895430 0.5430 0.2637 -0.3297 0.089
H 2.468125 -1.443577 -2.608139 0.0619 0.0062 0.0047 0.014
H 1.496840 -2.861986 -4.051431 -0.1976 0.1961 -0.2357 0.027
H -0.179452 -2.702484 -3.755896 0.1451 -0.1053 -0.2638 0.010
H 3.263203 0.507173 -0.471246 0.1865 -0.2977 -0.0568 0.076
H 1.866021 1.513777 0.871658 0.1718 0.0138 -0.2546 0.072
H 1.746220 0.546027 2.311563 0.0377 -0.2009 0.2883 0.089
H 0.317801 1.363106 1.634717 -0.2680 0.0652 0.2656 0.084
H -0.001530 -0.702178 -4.874989 -0.0560 -0.4156 -0.0095 0.060
H 1.782468 -0.523160 -4.636140 0.1143 -0.3562 -0.1509 0.064
H 0.737122 0.859388 -4.740168 -0.0156 0.2427 -0.2103 0.072
H -0.173716 2.638049 -2.326882 -0.0015 0.1250 -0.2890 0.086
H 1.177743 2.685783 -1.153392 0.3161 0.5080 -0.1000 0.072
H -0.146310 1.594429 -0.938994 -0.2685 -0.1939 0.0186 0.054
H 4.161071 -3.031112 0.097685 0.1163 0.1373 0.2542 0.003
H 4.229391 -4.428020 -0.951621 0.0788 -0.3487 -0.1117 0.009
H 4.196045 -2.783468 -1.627540 0.1514 0.0003 -0.2235 -0.001
H 2.149428 -5.110610 -2.657588 -0.1674 0.0043 -0.4331 0.005
H 1.914931 -5.890967 -1.115953 0.0263 -0.1423 0.2300 0.000
H 0.522460 -5.161362 -1.895117 -0.2815 0.1286 -0.2207 0.004
N -3.235526 -0.451494 1.932323 -0.1077 0.0293 0.2353 0.071
C -4.269475 -0.226134 2.740686 0.0426 -0.0095 -0.0872 -0.163
C -4.181940 -0.223183 4.124244 0.1304 -0.2418 0.0044 -0.101
C -2.947570 -0.474583 4.700641 0.0560 -0.0246 0.0149 -0.089
C -1.859401 -0.715002 3.876272 -0.0925 0.0579 0.0480 -0.067
C -2.054093 -0.691403 2.502358 0.1406 -0.0511 -0.2730 -0.131
H -5.217009 -0.035540 2.245456 -0.0262 0.0201 0.0654 0.099
H -5.051440 -0.029214 4.728474 -0.0310 0.0374 0.0029 0.071
H -2.834830 -0.481906 5.778401 -0.0062 -0.0072 -0.0047 0.098
H -0.878726 -0.917099 4.285638 0.0186 -0.0091 -0.0440 0.101
H -1.229430 -0.873686 1.817734 0.0244 -0.0382 0.0491 0.097
N 6.453305 -0.693704 -1.984696 0.0501 0.1425 -0.0422 0.069
C 7.485090 -0.115755 -1.373931 -0.0135 -0.1128 -0.0028 -0.170
C 7.577117 1.246292 -1.136579 0.0195 0.0181 0.0159 -0.095
C 6.536443 2.056257 -1.564093 -0.0171 0.0379 0.0033 -0.092
C 5.453321 1.475932 -2.202634 0.0846 0.0825 0.0263 -0.072
C 5.457983 0.098083 -2.385515 -0.0268 -0.2062 -0.0740 -0.141
H 8.277973 -0.788056 -1.059979 0.0256 0.0500 0.0289 0.095
H 8.440775 1.660118 -0.632056 0.0055 -0.0237 0.0046 0.090
H 6.569813 3.127129 -1.400670 -0.0008 -0.0049 -0.0004 0.097
H 4.619303 2.068779 -2.550808 -0.0728 -0.0955 -0.0091 0.087
H 4.625362 -0.397879 -2.872406 -0.0792 0.0907 0.0648 0.091
N -5.875364 2.306641 4.495312 -0.2696 0.2684 0.0726 0.059
C -5.534031 3.381749 3.789811 0.1709 -0.0802 -0.0305 -0.139
C -6.382046 4.456243 3.565748 -0.0312 -0.0125 0.0195 -0.072
C -7.657504 4.408856 4.102809 -0.0420 0.0644 -0.0143 -0.087
C -8.031635 3.296613 4.838710 0.0028 -0.0009 -0.0036 -0.078
C -7.104979 2.278708 5.004571 0.0578 -0.0750 0.0183 -0.151
H -4.527127 3.372897 3.385165 -0.0197 0.0330 -0.0272 0.111
H -6.049686 5.305619 2.984895 0.0210 -0.0157 -0.0101 0.101
H -8.350630 5.226639 3.949688 0.0030 -0.0051 -0.0012 0.102
H -9.018581 3.218471 5.274281 0.0058 -0.0197 0.0069 0.098
H -7.354475 1.389215 5.575423 -0.0583 0.0302 0.0024 0.103
```
Forces are in eV/Å.

Summary:
LUMO level: 0.078 hartree
Charge: -1
Gap between HOMO and LUMO: 4.993 eV